[1]
The following is a quantum chemistry calculation of a molecular structure, C16H24BrClInN2 in a non-equilibrium geometry, from the OMol25 dataset.

```
45
C16H24BrClInN2 (ωB97M-V/def2-TZVPD)
C 0.970 0.262 0.756
C 0.021 1.146 1.610
C -0.707 2.267 0.813
Br 0.618 3.733 0.533
In -2.438 2.978 2.135
C -3.602 1.089 2.638
C -4.785 0.754 1.673
C -4.678 1.436 0.282
Cl -5.607 0.494 -0.998
H 1.814 0.877 0.417
H 0.448 -0.248 -0.073
H 1.361 -0.526 1.427
H -0.758 0.539 2.098
H 0.633 1.657 2.369
H -1.087 1.898 -0.155
H -3.435 4.169 1.241
H -1.797 3.706 3.648
H -4.043 1.272 3.634
H -2.943 0.212 2.749
H -4.876 -0.338 1.527
H -5.738 1.069 2.130
H -3.646 1.460 -0.081
H -5.097 2.441 0.381
N -0.704 -2.214 -0.826
C 0.235 -2.928 -1.451
C -0.021 -4.098 -2.149
C -1.327 -4.559 -2.200
C -2.318 -3.835 -1.557
C -1.955 -2.676 -0.889
H 1.242 -2.530 -1.379
H 0.782 -4.634 -2.639
H -1.569 -5.469 -2.735
H -3.349 -4.162 -1.573
H -2.696 -2.075 -0.373
N 4.522 -0.268 -0.332
C 5.542 0.367 0.250
C 6.458 1.148 -0.437
C 6.312 1.278 -1.808
C 5.261 0.627 -2.434
C 4.399 -0.127 -1.654
H 5.616 0.235 1.323
H 7.264 1.642 0.089
H 7.006 1.879 -2.382
H 5.111 0.704 -3.502
H 3.559 -0.650 -2.098
```

As for the HOMO energy: -4.33 eV. The charge is -1. The value obtained for the HOMO-LUMO gap is 6.8551 eV.



[2]
The following is a quantum chemistry calculation of a gas-phase ion, C5H9BNO3 (charge -1) in a non-equilibrium geometry, from the OMol25 dataset.

```
19
C5H9BNO3 (ωB97M-V/def2-TZVPD)
C 0.791 2.023 -0.102
B -0.513 1.178 -0.352
O -1.719 1.657 -0.828
N -0.481 -0.168 -0.164
C 0.567 -1.073 0.233
C -0.452 -2.244 0.121
C -1.495 -1.222 -0.405
C -1.630 -1.690 -1.975
O -0.647 -1.508 -2.696
O -2.501 -2.527 -2.147
H 0.468 2.838 0.502
H 1.283 2.391 -1.040
H 1.316 1.297 0.482
H -1.616 2.628 -1.139
H 0.838 -0.822 1.305
H 1.460 -1.099 -0.292
H -0.039 -2.842 -0.743
H -0.757 -2.857 1.025
H -2.430 -1.134 0.192
```

As for the HOMO energy: -3.72 eV. The charge is -1. The value obtained for the HOMO-LUMO gap is 6.8151 eV.



[3]
The following is a quantum chemistry calculation of C5H11NO2 in the gas phase in a non-equilibrium geometry, from the OMol25 dataset.

```
19
C5H11NO2 (ωB97M-V/def2-TZVPD)
C 0.769 -0.486 -1.773
C 0.288 -0.254 -0.560
C -1.154 -0.276 -0.157
C -1.732 1.130 -0.036
O -1.911 -0.955 -1.201
N 1.105 0.283 0.529
C 1.034 -0.334 1.836
O 2.475 0.416 0.164
H 1.822 -0.440 -1.983
H 0.109 -0.720 -2.589
H -1.289 -0.834 0.781
H -1.222 1.681 0.749
H -1.612 1.651 -0.982
H -2.792 1.063 0.193
H -1.531 -1.830 -1.339
H 0.075 -0.100 2.293
H 1.185 -1.419 1.805
H 1.815 0.110 2.453
H 2.567 1.313 -0.185
```

As for the HOMO energy: -8.48 eV. The value obtained for the HOMO-LUMO gap is 9.2907 eV.



[4]
The following is a quantum chemistry calculation of 2 unconnected molecules or ions with the total composition C4H6Cl4S in a non-equilibrium geometry, from the OMol25 dataset.

```
15
C4H6Cl4S (ωB97M-V/def2-TZVPD)
C -0.261 -3.093 -0.493
C -1.018 -1.750 -0.249
S 0.089 -0.212 -0.573
Cl -2.415 -1.681 -1.233
Cl -1.583 -1.908 1.491
H 0.559 -3.411 0.149
H 0.043 -3.093 -1.578
H -0.963 -3.927 -0.221
H -0.723 0.430 -1.455
C 0.048 2.497 1.710
C -1.174 2.534 1.198
Cl -1.317 3.466 -0.322
Cl -2.631 1.705 1.668
H 0.724 3.000 1.148
H 0.022 1.883 2.608
```

As for the HOMO energy: -9.55 eV. The value obtained for the HOMO-LUMO gap is 9.9931 eV.



[5]
The following is a quantum chemistry calculation of a molecular structure, C30H37N4PS4Sr, from the OMol25 dataset.

```
77
C30H37N4PS4Sr (ωB97M-V/def2-TZVPD)
Sr 0.424 -0.131 -1.345
C 2.686 2.830 -1.829
C 3.617 1.919 -1.348
C 3.790 0.700 -1.988
C 3.036 0.398 -3.118
C 2.117 1.319 -3.615
C 1.935 2.534 -2.961
H 2.530 3.765 -1.305
H 4.175 2.140 -0.449
H 4.496 -0.022 -1.595
H 3.166 -0.554 -3.620
H 1.516 1.072 -4.478
H 1.196 3.234 -3.329
S -0.603 -0.570 -3.973
C -2.121 -1.096 -3.237
C -2.700 -2.292 -3.694
C -3.921 -2.753 -3.239
C -4.621 -2.013 -2.292
C -4.060 -0.847 -1.802
C -2.812 -0.375 -2.229
S -2.203 1.116 -1.466
H -2.162 -2.846 -4.454
H -4.334 -3.673 -3.635
H -5.592 -2.339 -1.940
H -4.592 -0.263 -1.059
C 0.641 -3.458 -2.012
C 1.855 -3.266 -1.149
C 2.822 -4.294 -1.041
C 3.909 -4.095 -0.250
C 4.043 -2.894 0.486
C 5.145 -2.679 1.341
C 5.212 -1.520 2.062
C 4.188 -0.564 1.964
C 3.086 -0.722 1.143
S 1.837 0.513 1.154
C 3.024 -1.921 0.352
N 1.975 -2.123 -0.507
H 0.587 -4.472 -2.403
H 0.617 -2.763 -2.861
H -0.272 -3.271 -1.436
H 2.686 -5.211 -1.598
H 4.679 -4.853 -0.158
H 5.913 -3.439 1.413
H 6.048 -1.334 2.725
H 4.243 0.337 2.561
C -2.436 -2.828 0.650
S -1.198 -1.585 1.060
C -0.140 -2.580 2.123
H -1.950 -3.713 0.239
H -3.096 -2.404 -0.105
H -3.011 -3.105 1.533
H -0.702 -2.937 2.986
H 0.678 -1.939 2.450
H 0.266 -3.427 1.568
C -2.172 2.734 3.694
N -2.281 1.952 2.404
C -3.342 2.613 1.512
N -3.023 3.985 1.295
C -2.896 4.682 2.565
N -1.871 4.103 3.435
C -0.523 4.288 2.877
P -0.255 3.501 1.205
C -0.945 1.849 1.715
C -1.834 4.147 0.444
H -1.392 2.265 4.294
H -3.137 2.650 4.198
H -2.576 0.991 2.595
H -4.286 2.518 2.053
H -3.359 2.045 0.577
H -3.855 4.637 3.086
H -2.649 5.726 2.378
H 0.209 3.883 3.580
H -0.331 5.360 2.801
H -0.260 1.348 2.402
H -1.121 1.174 0.882
H -2.003 3.633 -0.504
H -1.709 5.210 0.221
```

As for the HOMO energy: -6.19 eV. The value obtained for the HOMO-LUMO gap is 5.9991 eV.



[6]
The following is a quantum chemistry calculation of 10 unconnected molecules or ions with the total composition C4H31N2O9S in a non-equilibrium geometry, from the OMol25 dataset.

```
47
C4H31N2O9S (ωB97M-V/def2-TZVPD)
C -0.415 1.646 -2.786
N -1.522 1.566 -1.798
C -1.638 2.395 -0.705
C -2.445 3.671 -0.979
S -1.657 4.878 -2.104
C 0.888 1.224 -1.846
N 0.659 0.056 -0.929
H -0.275 2.703 -3.265
H -0.625 0.948 -3.689
H -2.391 1.331 -2.220
H -0.670 2.642 -0.193
H -2.318 2.027 0.023
H -3.487 3.431 -1.360
H -2.615 4.440 -0.119
H -1.413 4.243 -3.279
H 0.910 2.141 -1.277
H 1.902 1.165 -2.292
H -0.081 0.191 -0.192
H 1.546 -0.243 -0.409
H 0.393 -0.725 -1.418
H 1.427 0.616 3.896
H 1.210 -0.594 3.037
O 1.004 0.367 2.955
H -3.645 -2.962 1.546
H -2.729 -4.155 1.609
O -2.707 -3.185 1.732
H -2.100 -0.347 0.875
H -2.089 -1.994 0.570
O -1.553 -1.111 0.481
H 2.834 -2.003 1.295
H 4.149 -1.603 0.945
O 3.280 -1.192 0.783
H 1.993 -5.244 -0.655
H 2.599 -4.485 -1.918
O 1.932 -4.413 -1.243
H -0.191 -2.946 2.920
H 0.427 -1.791 1.945
O 0.588 -2.345 2.788
H 2.085 -2.355 -1.677
H 3.483 -1.396 -2.049
O 2.519 -1.561 -1.821
H 2.353 -3.774 3.056
H 3.909 -3.092 3.189
O 3.058 -3.213 2.621
H -2.313 -0.190 2.860
H -0.935 0.298 2.834
O -1.763 0.491 2.461
```

As for the HOMO energy: -10.87 eV. The charge is +1. The value obtained for the HOMO-LUMO gap is 8.2545 eV.



Question: Which of these has the highest HOMO?
Answer: C5H9BNO3